Here is one molecule with the formula C7H11F2NO2 in a non-equilibrium geometry from the Open Molecules 2025 dataset. Energies are from wB97M-V/def2-TZVPD.

Each line ends with the natural charge from an NBO analysis.
Element x y z (Å)
C1 1.899 0.371 -0.149  0.701
C2 -1.653 0.621 -0.830  -0.559
C3 -1.532 -0.772 -0.084  -0.183
C4 0.760 -0.177 0.575  0.033
C5 -0.626 1.570 -0.407  0.751
C6 0.428 0.119 1.966  -0.683
C7 0.321 -1.831 -1.200  -0.402
N1 -0.098 -1.139 -0.077  -0.425
O1 2.748 1.103 0.640  -0.674
O2 2.054 0.276 -1.334  -0.572
F1 -0.858 2.374 0.637  -0.328
F2 0.148 2.141 -1.373  -0.316
H1 -1.509 0.447 -1.882  0.243
H2 -2.580 0.953 -0.598  0.236
H3 -1.978 -0.668 0.917  0.199
H4 -2.224 -1.406 -0.634  0.219
H5 -0.407 -0.418 2.313  0.240
H6 0.230 1.277 2.131  0.220
H7 1.238 -0.068 2.641  0.227
H8 1.354 -2.187 -0.948  0.217
H9 -0.162 -2.740 -1.461  0.200
H10 0.316 -1.209 -2.211  0.181
H11 2.132 1.363 1.367  0.477

Summary:
E_LUMO (spin up / spin down): -0.05 / 0.20 eV
energy above the lowest of the compared OMol25 structures with the same formula, charge and spin: 25.2 kcal/mol
M: 179.17 g mol⁻¹
Kohn-Sham gap (spin up / spin down): 7.9 / 7.9 eV
multiplicity: 1
F_max: 0.0874 Eh/bohr

***

Here is a 2-piece molecular cluster, C7H11F2O2P overall in a non-equilibrium geometry from the Open Molecules 2025 dataset. Energies are from wB97M-V/def2-TZVPD.

Each line ends with the natural charge from an NBO analysis.
Element x y z (Å)
C1 -2.124 0.723 2.273  -0.393
C2 -2.249 0.603 0.971  -0.277
C3 -1.676 -0.466 0.221  -0.093
F1 -1.394 -1.529 1.087  -0.382
P1 -0.022 0.050 -0.860  1.324
O1 0.696 1.170 -0.016  -1.006
O2 -0.828 1.076 -1.907  -0.813
C4 -1.625 0.585 -2.958  -0.245
H1 -2.650 1.489 2.912  0.215
H2 -1.649 -0.148 2.754  0.208
H3 -2.434 1.447 0.281  0.220
H4 -2.334 -0.928 -0.660  0.180
H5 1.281 0.914 0.711  0.529
H6 -2.385 -0.113 -2.566  0.169
H7 -0.969 0.068 -3.702  0.178
H8 -2.017 1.481 -3.362  0.202
C5 1.556 -2.208 0.821  -0.705
C6 2.168 -1.439 1.847  -0.122
C7 2.879 -0.627 2.372  0.346
F2 3.312 0.213 3.317  -0.278
H9 0.594 -1.645 0.545  0.244
H10 1.610 -3.294 0.831  0.253
H11 2.161 -1.955 -0.104  0.247

Summary:
structure (SMILES): C=C[C@H](F)P(O)OC.CC#CF
E_LUMO: 0.46 eV
energy above the lowest of the compared OMol25 structures with the same formula, charge and spin: 61.8 kcal/mol
M: 196.13 g mol⁻¹
Kohn-Sham gap: 8.8 eV
multiplicity: 1
F_max: 0.0680 Eh/bohr

***

Here is one molecule with the formula C7H11F3O3S2 in a non-equilibrium geometry from the Open Molecules 2025 dataset. Energies are from wB97M-V/def2-TZVPD.

Each line ends with the natural charge from an NBO analysis.
Element x y z (Å)
C1 -2.503 1.732 0.466  0.427
C2 2.698 -0.092 0.158  -0.398
C3 1.960 1.241 0.389  -0.403
C4 1.780 -1.373 0.125  -0.404
C5 0.739 1.335 -0.470  -0.442
C6 0.444 -1.182 -0.495  -0.412
C7 -0.180 0.241 0.009  -0.349
O1 -2.303 -1.562 1.516  -0.880
O2 -2.685 -2.833 -0.469  -0.832
O3 -4.358 -1.132 0.266  -0.838
F1 -3.663 2.226 0.092  -0.292
F2 -1.674 2.847 0.779  -0.347
F3 -1.500 0.206 -2.176  -0.590
S1 -3.090 -1.778 0.378  2.460
S2 -1.925 0.377 -0.455  0.858
H1 3.198 -0.066 -0.771  0.193
H2 3.388 -0.376 0.858  0.210
H3 1.783 1.149 1.436  0.203
H4 2.761 2.044 0.284  0.226
H5 2.200 -2.225 -0.515  0.226
H6 1.554 -1.720 1.174  0.197
H7 0.274 2.380 -0.436  0.240
H8 1.008 1.234 -1.532  0.225
H9 0.520 -0.972 -1.657  0.242
H10 -0.131 -2.045 0.000  0.246
H11 -0.294 0.343 1.046  0.234

Summary:
E_LUMO (spin up / spin down): -0.75 / -0.75 eV
energy above the lowest of the compared OMol25 structures with the same formula, charge and spin: 52.4 kcal/mol
M: 264.29 g mol⁻¹
Kohn-Sham gap (spin up / spin down): 9.1 / 9.1 eV
multiplicity: 1
F_max: 0.0654 Eh/bohr

***

Here is C7H11FI2O5SSn as an isolated structure in a non-equilibrium geometry from the Open Molecules 2025 dataset. Energies are from wB97M-V/def2-TZVPD.

Each line ends with the natural charge from an NBO analysis.
Element x y z (Å)
C1 -2.252 1.112 -1.714  -0.596
C2 -1.038 0.203 -1.951  -0.393
I1 -0.967 -0.178 -4.083  0.223
C3 0.371 0.687 -1.545  -0.315
I2 0.817 2.663 -2.348  0.316
C4 0.722 0.829 -0.079  -0.062
O1 -0.015 1.865 0.597  -0.872
S1 0.489 1.674 2.192  2.548
O2 -0.363 2.408 3.019  -0.844
O3 1.830 1.984 2.310  -0.824
O4 0.187 0.113 2.158  -0.643
C5 0.742 -0.373 0.902  0.655
F1 2.062 -0.585 1.167  -0.323
C6 0.209 -1.717 0.514  -0.516
C7 0.529 -2.807 1.561  -0.044
O5 1.672 -3.535 1.205  -0.675
H1 -1.993 2.082 -1.322  0.088
H2 -2.924 0.620 -1.028  0.258
H3 -2.813 1.238 -2.618  0.278
H4 -1.269 -0.748 -1.508  0.267
H5 1.089 0.013 -1.979  0.288
H6 1.757 1.143 -0.081  0.265
H7 -0.874 -1.635 0.502  0.235
H8 0.504 -1.992 -0.488  0.242
H9 0.653 -2.335 2.526  0.185
H10 -0.320 -3.465 1.566  0.202
H11 2.146 -3.079 0.511  0.465
Sn1 -0.948 3.814 0.015  1.591

Summary:
E_LUMO: -10.44 eV
M: 598.74 g mol⁻¹
charge: +2
Kohn-Sham gap: 5.4 eV
multiplicity: 1
F_max: 0.0520 Eh/bohr

***

Here is C7H11FKNO4 as an isolated structure in a non-equilibrium geometry from the Open Molecules 2025 dataset. Energies are from wB97M-V/def2-TZVPD.

Each line ends with the natural charge from an NBO analysis.
Element x y z (Å)
O1 0.406 -1.870 2.458  -0.505
C1 1.064 -1.950 1.466  0.628
O2 0.426 -1.870 0.235  -0.466
C2 1.266 -1.335 -0.784  -0.084
C3 1.928 0.092 -0.434  -0.437
C4 0.867 1.282 -0.465  -0.412
C5 -0.038 1.334 0.810  -0.237
N1 -1.215 0.454 0.700  -0.657
C6 -2.376 1.115 0.107  0.246
F1 -2.040 1.967 -0.975  -0.381
C7 -3.335 -0.044 -0.467  0.699
O3 -2.853 -1.184 -0.640  -0.755
O4 -4.560 0.278 -0.741  -0.772
H1 2.193 -2.058 1.522  0.102
H2 2.034 -2.131 -1.136  0.060
H3 0.590 -1.148 -1.707  0.237
H4 2.652 0.340 -1.305  0.152
H5 2.559 0.097 0.493  0.222
H6 1.416 2.269 -0.516  0.217
H7 0.249 1.102 -1.392  0.238
H8 0.514 1.030 1.753  0.189
H9 -0.413 2.384 1.033  0.193
H10 -1.456 0.032 1.599  0.393
H11 -3.014 1.688 0.837  0.144
K1 3.136 -1.873 -2.451  0.986

Summary:
E_LUMO: -2.35 eV
M: 231.26 g mol⁻¹
Kohn-Sham gap: 3.7 eV
multiplicity: 1
F_max: 0.0910 Eh/bohr

***

Here is a 2-piece molecular cluster, C7H11FN2Si overall in a non-equilibrium geometry from the Open Molecules 2025 dataset. Energies are from wB97M-V/def2-TZVPD.

Each line ends with the natural charge from an NBO analysis.
Element x y z (Å)
C1 -1.804 -1.090 0.664  -1.151
Si1 -0.164 -1.100 -0.262  1.910
C2 0.030 -2.622 -1.421  -1.143
F1 1.149 -1.296 0.809  -0.661
C3 0.058 0.538 -1.190  -0.987
C4 1.294 0.754 -1.583  0.533
N1 2.298 1.042 -2.193  -0.643
H1 -1.967 -2.175 1.005  0.255
H2 -1.624 -0.342 1.380  0.241
H3 -2.694 -0.777 -0.010  0.258
H4 -0.181 -3.457 -0.821  0.232
H5 -0.787 -2.762 -2.155  0.246
H6 1.062 -2.891 -1.784  0.253
H7 -0.822 1.135 -1.241  0.293
H8 3.185 0.944 -1.884  0.394
C5 -0.159 1.437 2.363  -0.332
C6 0.462 1.789 1.211  -0.307
C7 0.149 3.045 0.549  0.244
N2 -0.070 4.095 0.176  -0.303
H9 -1.044 1.896 2.626  0.203
H10 0.148 0.533 2.761  0.210
H11 1.481 1.302 1.003  0.256

Summary:
structure (SMILES): C[Si](C)(F)C=C=N.C=CC#N
E_LUMO: 0.27 eV
energy above the lowest of the compared OMol25 structures with the same formula, charge and spin: 50.1 kcal/mol
M: 170.26 g mol⁻¹
Kohn-Sham gap: 9.0 eV
multiplicity: 1
F_max: 0.0730 Eh/bohr